A cluster of 8 separate species, C22H48BIO10P in total. Source: OMol25; level of theory: ωB97M-V/def2-TZVPD.

Properties
Gap between HOMO and LUMO ... 5.63 eV
HOMO level ... -0.1509 Ha
Maximum force ... 0.0094 Eh/bohr
Charge ... -1
Molar mass ... 641.306 g mol⁻¹

Structure (XYZ):
```
83
Properties=species:S:1:pos:R:3:forces:R:3
O 2.21768 -5.73953 -1.08264 0.02 -0.10 0.11
P 1.87249 -5.01497 -2.31158 -0.06 0.19 -0.03
O 2.24498 -5.88367 -3.61336 0.30 -0.03 -0.08
O 2.84573 -3.72011 -2.47281 0.15 0.15 -0.09
C 0.20390 -4.39917 -2.46273 -0.13 -0.14 -0.38
B -0.71664 -4.99078 -3.71219 0.40 0.25 -0.07
I -2.84549 -5.44443 -2.94707 -0.15 -0.09 0.00
H 2.18583 -5.37195 -4.43121 -0.27 -0.08 0.03
H 2.80428 -3.34594 -3.36723 -0.11 -0.06 0.07
H -0.25381 -4.57235 -1.48980 -0.04 -0.04 0.05
H 0.28298 -3.31820 -2.58767 -0.02 0.08 0.16
H -0.88747 -4.13938 -4.56133 0.02 -0.04 0.00
H -0.30774 -6.01701 -4.19199 -0.13 -0.07 0.08
C 1.76645 -2.40525 0.49296 -0.11 -0.06 -0.05
C 0.90579 -1.24514 0.06739 -0.01 0.03 -0.10
O -0.28688 -1.35282 -0.10554 -0.04 0.02 0.09
C 1.61020 0.06778 -0.19127 -0.17 -0.07 0.00
H 1.16834 -3.30934 0.57701 0.00 0.00 0.01
H 2.53999 -2.57028 -0.25986 0.04 -0.02 0.06
H 2.25209 -2.19366 1.44850 0.05 0.05 -0.03
H 2.37111 -0.08195 -0.95736 0.09 0.07 0.11
H 2.08318 0.43911 0.72019 0.10 -0.05 -0.04
H 0.88490 0.79984 -0.54177 0.02 0.03 0.02
C -8.19141 -7.46358 -2.81774 0.02 0.05 0.07
C -6.69940 -7.60997 -2.59458 0.14 -0.06 -0.20
O -6.09462 -6.89612 -1.83913 -0.20 0.05 0.23
C -5.99606 -8.68774 -3.38805 0.05 0.02 0.06
H -8.57442 -6.65450 -2.20046 0.00 0.00 0.00
H -8.39251 -7.24916 -3.86905 0.00 -0.03 -0.01
H -8.70260 -8.39478 -2.56428 0.00 -0.01 -0.03
H -6.13078 -8.51190 -4.45711 -0.02 -0.01 0.00
H -6.41880 -9.66763 -3.15335 -0.02 0.00 -0.03
H -4.93508 -8.66878 -3.15131 0.00 0.02 -0.02
C 2.77512 2.00829 -4.77485 0.08 0.01 0.09
C 2.35458 0.76774 -4.02115 -0.21 -0.17 -0.05
O 3.02590 0.30884 -3.12842 0.22 0.06 -0.09
C 1.06075 0.11473 -4.44509 0.05 -0.03 0.11
H 3.70795 2.38957 -4.36641 0.00 0.00 0.00
H 2.90331 1.77484 -5.83414 -0.05 0.02 -0.02
H 2.00152 2.77359 -4.69432 -0.02 -0.01 -0.04
H 1.12093 -0.19773 -5.49048 -0.02 0.03 -0.02
H 0.23455 0.82290 -4.35939 0.00 0.01 -0.04
H 0.85852 -0.75299 -3.82116 0.00 -0.01 -0.02
C 2.22955 3.15245 2.57160 0.10 -0.01 -0.13
C 1.87061 4.07121 1.43062 -0.03 -0.02 -0.03
O 2.29585 3.89270 0.31275 0.04 0.03 -0.01
C 0.95257 5.22813 1.74565 -0.03 0.00 -0.16
H 2.87854 2.36089 2.20472 0.00 -0.01 0.01
H 2.73474 3.72477 3.35109 -0.09 -0.02 0.07
H 1.32651 2.71669 3.00244 0.00 0.05 0.06
H 1.39271 5.87329 2.50609 -0.01 -0.06 0.07
H 0.00732 4.85003 2.14021 0.01 0.02 0.07
H 0.76477 5.79059 0.83355 0.00 0.01 0.01
C 1.64116 4.81502 7.27243 0.06 -0.03 -0.06
C 1.27260 5.68965 6.09927 -0.06 -0.04 0.05
O 1.75171 5.51456 5.00227 0.05 0.04 0.00
C 0.26330 6.77568 6.36593 0.03 0.02 -0.15
H 2.36413 4.06443 6.96314 0.00 0.00 0.00
H 2.06111 5.42504 8.07419 -0.03 0.00 0.02
H 0.74736 4.32884 7.66701 -0.01 0.03 0.03
H 0.63123 7.44855 7.14234 -0.03 -0.02 0.04
H -0.66318 6.33719 6.73835 0.01 0.04 0.08
H 0.07350 7.33518 5.45261 0.01 0.00 0.00
C 4.41015 -1.85361 -5.60475 -0.07 -0.05 0.19
C 3.29731 -2.71436 -6.14541 0.04 0.05 -0.04
O 2.56702 -3.34112 -5.41211 0.03 -0.03 0.10
C 3.12513 -2.76158 -7.64232 -0.06 -0.06 0.02
H 4.41890 -1.90185 -4.51775 0.02 0.04 -0.01
H 5.37161 -2.19673 -5.99069 -0.01 0.03 -0.07
H 4.27152 -0.81618 -5.91569 0.04 0.00 -0.06
H 4.03954 -3.13166 -8.10948 0.02 0.04 -0.01
H 2.94028 -1.75650 -8.02630 0.04 0.01 -0.01
H 2.29152 -3.41081 -7.89739 0.00 0.00 0.01
C -3.86102 6.51283 10.39251 0.08 -0.02 0.01
C -3.20200 6.67728 9.04466 -0.06 0.00 0.00
O -2.03251 6.42378 8.87476 0.02 -0.02 0.00
C -4.07865 7.17172 7.91971 0.08 -0.01 -0.03
H -3.13500 6.15299 11.11680 0.00 0.00 0.00
H -4.27244 7.46709 10.72633 -0.04 -0.01 -0.01
H -4.68837 5.80490 10.31883 -0.03 0.02 0.00
H -4.49708 8.14736 8.17340 -0.03 -0.01 0.01
H -4.91290 6.48496 7.76666 -0.02 0.02 0.02
H -3.49850 7.25018 7.00379 0.00 0.00 0.00
```
Forces are in eV/Å.